The following is a DFT calculation (ωB97M-V/def2-TZVPD) of a cluster of 3 separate species, C32H49BrCl2N2O5S in total.

Structure (ORCA input):
```
! wB97M-V def2-TZVPD RIJCOSX def2/J DEFGRID3
* xyz 0 1
C -0.6438 -6.0785 -3.6378
C 0.3715 -6.2978 -4.7577
C 1.5699 -5.3561 -4.6548
C 1.2445 -3.8899 -4.9948
C 1.2813 -2.9466 -3.7870
C 1.3517 -1.4592 -4.1762
C 0.1438 -0.6378 -3.7280
C -0.0991 -0.5735 -2.2123
C 0.5098 0.6586 -1.5512
C -0.0097 1.9564 -2.1939
Cl 1.1239 2.8639 -3.1149
C -1.2833 2.3679 -2.1391
C -2.4258 1.7130 -1.4291
Cl -1.7730 3.8049 -2.9453
O 1.9542 0.5987 -1.8836
S 2.7808 -0.2210 -0.8520
O 4.0485 0.3836 -0.6929
O 2.6791 -1.6203 -1.0817
O 1.8251 0.1442 0.4022
C 0.5958 0.6745 0.0335
Br -0.7649 -0.6058 0.8339
C 0.2261 1.9658 0.7666
O 0.9934 3.1174 0.5218
C 2.3294 3.1740 0.9258
C 3.2157 3.5102 -0.0670
C 4.5715 3.6568 0.1876
C 5.5193 3.9947 -0.9256
C 5.0042 3.4472 1.4857
C 4.1031 3.1320 2.4854
C 2.7407 3.0062 2.2578
C 1.7772 2.7409 3.4039
C 2.4426 2.6885 4.7772
C 0.6396 3.7678 3.4596
H -1.5409 -6.6775 -3.7931
H -0.9577 -5.0340 -3.5871
H -0.2012 -6.3457 -2.6777
H -0.1097 -6.1393 -5.7257
H 0.7126 -7.3340 -4.7174
H 2.3517 -5.7152 -5.3266
H 1.9805 -5.4115 -3.6426
H 0.2590 -3.8422 -5.4643
H 1.9950 -3.5190 -5.6941
H 0.4179 -3.1281 -3.1404
H 2.1614 -3.2000 -3.1917
H 2.2795 -1.0140 -3.8171
H 1.3928 -1.3890 -5.2667
H -0.7404 -1.1080 -4.1672
H 0.1967 0.3608 -4.1636
H 0.3100 -1.4659 -1.7359
H -1.1689 -0.5888 -2.0352
H -3.2488 1.5712 -2.1314
H -2.8082 2.3804 -0.6554
H -2.1737 0.7510 -1.0117
H -0.7791 2.2064 0.4325
H 0.1573 1.7335 1.8277
H 2.8339 3.6600 -1.0661
H 5.1550 4.8456 -1.5024
H 5.6450 3.1448 -1.5967
H 6.4962 4.2690 -0.5282
H 6.0576 3.5478 1.7135
H 4.4914 3.0057 3.4858
H 1.3463 1.7447 3.2546
H 2.8056 3.6715 5.0790
H 1.7210 2.3351 5.5142
H 3.2765 1.9864 4.8006
H 1.0503 4.7459 3.7140
H -0.0557 3.4851 4.2531
H 0.0772 3.8506 2.5341
C -1.1030 -4.5651 5.6538
C -0.6564 -4.1558 4.2559
C -1.1767 -2.7735 3.8444
C -2.6383 -2.7215 3.8225
N -3.7835 -2.6856 3.8114
H -2.1894 -4.6400 5.7155
H -0.6877 -5.5363 5.9211
H -0.7706 -3.8411 6.4002
H -0.9942 -4.8951 3.5277
H 0.4333 -4.1352 4.2061
H -0.8211 -2.5055 2.8489
H -0.8205 -2.0089 4.5375
C -6.8787 1.5473 2.0475
C -5.8215 2.6321 1.8855
C -5.9818 3.4331 0.5865
C -5.8660 2.5757 -0.5921
N -5.7900 1.8798 -1.4990
H -6.8130 0.8081 1.2485
H -6.7485 1.0225 2.9931
H -7.8835 1.9737 2.0339
H -4.8266 2.1826 1.9084
H -5.8746 3.3303 2.7223
H -5.2196 4.2106 0.5148
H -6.9566 3.9226 0.5551
*
```

As for the SMILES: CCCCCCCC[C@]1(/C(Cl)=C(\C)Cl)OS(=O)(=O)O[C@@]1(Br)COc1cc(C)ccc1C(C)C.CCCC#N.CCCC#N. The calculation puts the max |F| at 1.20 eV/Å. The orbital gap comes out at 8.9 eV. As for the lowest unoccupied orbital energy: 0.16 eV.

These are the Mulliken partial charges, in e, on atoms 1 to 4: atom 1 (C): -0.987, atom 2 (C): -0.569, atom 3 (C): -0.757, atom 4 (C): -0.797

=====

The following is a DFT calculation (ωB97M-V/def2-TZVPD) of a cluster of 4 separate species, C28H57N6O12S in total.

Structure (ORCA input):
```
! wB97M-V def2-TZVPD RIJCOSX def2/J DEFGRID3
* xyz -1 1
C 0.9007 3.8903 0.9007
C 0.5405 3.4003 2.2658
O 0.7994 3.9228 3.3038
O -0.2227 2.2516 2.1696
C -0.4875 1.5107 3.3030
O -1.1005 1.9485 4.2276
C -0.0127 0.0834 3.2257
N 0.4225 -0.3649 1.9062
C -0.0222 -1.7456 1.6998
C 0.3761 -2.3089 0.3301
S 1.1843 -3.9427 0.3129
C 2.4472 -3.7358 1.4832
N 2.4638 -4.1071 2.7233
N 3.6997 -3.7371 3.2408
C 4.3207 -3.1647 2.2568
O 3.6249 -3.1389 1.1123
C 1.8710 -0.2024 1.6871
C 2.4452 1.1313 2.2426
O 2.5954 1.1621 3.4776
O 2.6609 2.0203 1.3796
H 1.8411 4.4353 0.9678
H 1.0604 3.0496 0.2278
H 0.1125 4.5451 0.5365
H 0.7563 -0.0445 3.9946
H -0.8833 -0.5092 3.5271
H -1.1175 -1.7268 1.7285
H 0.2912 -2.4175 2.5141
H -0.5300 -2.5161 -0.2408
H 0.9545 -1.6072 -0.2608
H 5.3033 -2.7176 2.2818
H 2.4343 -1.0302 2.1408
H 2.0693 -0.1955 0.6150
C 0.4494 -11.0513 -2.1610
O -0.4767 -10.1743 -1.5608
C -0.9240 -10.5533 -0.2667
C -0.3408 -9.6817 0.8235
N 1.0835 -9.9165 1.0000
C 1.7766 -8.9595 1.8596
C 1.7389 -7.4785 1.5072
O 2.4897 -7.1222 0.3630
C 1.8678 -7.3608 -0.8809
H 0.5098 -10.7837 -3.2149
H 1.4531 -10.9679 -1.7288
H 0.1222 -12.0929 -2.0802
H -0.6990 -11.6087 -0.0805
H -2.0108 -10.4325 -0.2576
H -0.8532 -9.9207 1.7614
H -0.5784 -8.6388 0.5751
H 1.5355 -9.9384 0.0959
H 2.8266 -9.2600 1.8946
H 1.3825 -9.0715 2.8755
H 2.2012 -6.9371 2.3356
H 0.7162 -7.0910 1.4194
H 0.7875 -7.1969 -0.8297
H 2.0590 -8.3733 -1.2539
H 2.2914 -6.6543 -1.5945
C -4.6648 1.6928 -1.8707
O -4.9051 0.8488 -2.9800
C -4.4340 1.3349 -4.2273
C -3.2141 0.5806 -4.7108
N -2.0501 0.8707 -3.8919
C -0.8845 0.0230 -4.1108
C -1.0167 -1.4872 -3.9467
O -1.2087 -1.9251 -2.6183
C -2.5290 -1.8254 -2.1242
H -5.2822 1.3297 -1.0511
H -3.6199 1.6781 -1.5437
H -4.9447 2.7271 -2.0916
H -4.2247 2.4076 -4.1655
H -5.2391 1.1884 -4.9536
H -3.0044 0.8875 -5.7414
H -3.4758 -0.4868 -4.7312
H -2.3064 0.8369 -2.9146
H -0.1114 0.3594 -3.4164
H -0.5064 0.2152 -5.1215
H -0.0650 -1.9216 -4.2623
H -1.7910 -1.9158 -4.5975
H -3.2678 -2.0426 -2.9013
H -2.7392 -0.8415 -1.6956
H -2.6348 -2.5630 -1.3280
C 2.6024 10.4200 2.1809
O 1.2375 10.7444 2.3384
C 0.6642 11.5112 1.2928
C -0.2717 10.6934 0.4288
N 0.4486 9.7250 -0.3813
C -0.3760 8.7295 -1.0579
C -1.2815 7.8213 -0.2320
O -0.6083 6.8516 0.5368
C -0.0405 7.3094 1.7534
H 2.9599 10.0598 3.1436
H 2.7669 9.6301 1.4402
H 3.1880 11.2984 1.8909
H 1.4460 11.9764 0.6830
H 0.0838 12.3096 1.7647
H -0.8070 11.3769 -0.2396
H -1.0139 10.2336 1.0953
H 1.1372 9.2522 0.1881
H 0.2987 8.0817 -1.6226
H -1.0009 9.2523 -1.7916
H -1.8904 7.2560 -0.9429
H -1.9808 8.3888 0.3971
H -0.6652 8.0705 2.2297
H 0.9653 7.7100 1.5965
H 0.0510 6.4534 2.4215
*
```

The calculation puts the max |F| at 0.86 eV/Å. The orbital gap comes out at 7.1 eV. As for the lowest unoccupied orbital energy: 2.15 eV.

These are the Mulliken partial charges, in e, on atoms 1 to 4: atom 1 (C): -1.137, atom 2 (C): 0.865, atom 3 (O): -0.589, atom 4 (O): -0.143

=====

The following is a DFT calculation (ωB97M-V/def2-TZVPD) of an isolated molecule of C7H10.

Structure (ORCA input):
```
! wB97M-V def2-TZVPD RIJCOSX def2/J DEFGRID3
* xyz 0 1
C -1.5436 -0.0549 0.5128
C -0.6428 -0.7742 -0.4898
C -0.5928 -0.1095 -1.9070
C 0.8319 -0.6876 -0.4685
C 1.3329 0.6574 0.0346
C 1.5673 0.3553 1.4498
C 1.7070 0.0337 2.6018
H -2.5979 -0.1640 0.2345
H -1.4118 -0.4864 1.5106
H -1.3261 1.0156 0.5799
H -0.9728 -1.8137 -0.5930
H -1.1813 -0.6698 -2.6340
H -0.9168 0.9332 -1.8483
H 0.4437 -0.1245 -2.2948
H 0.6474 1.5166 -0.0400
H 2.2795 0.9299 -0.4451
H 1.8594 -0.2287 3.6247
*
```

The calculation puts the max |F| at 0.59 eV/Å. The energy above the lowest of the compared OMol25 structures with the same formula, charge and spin is 125.3 kcal per mole. The orbital gap comes out at 8.9 eV. As for the lowest unoccupied orbital energy: 0.72 eV.

These are the natural (NBO) partial charges, in e, on atoms 1 to 4: atom 1 (C): -0.619, atom 2 (C): -0.365, atom 3 (C): -0.595, atom 4 (C): 0.157

=====

The following is a DFT calculation (ωB97M-V/def2-TZVPD) of a structure of composition C37H66BF4LuO6SSi2.

Structure (ORCA input):
```
! wB97M-V def2-TZVPD RIJCOSX def2/J DEFGRID3
* xyz -2 1
Lu -2.8549 -16.7298 11.8152
C -4.8109 -21.6393 11.5624
C -4.4081 -22.4028 10.2903
C -5.4237 -22.9056 9.4649
C -6.8855 -22.5985 9.8104
C -5.1092 -23.5552 8.3397
C -6.2540 -24.0860 7.4755
C -3.7762 -23.6246 7.9226
C -3.4237 -24.2810 6.5737
C -2.7544 -23.0853 8.6659
C -1.3399 -23.1650 8.1496
C -3.0808 -22.4470 9.8865
C -2.0159 -21.8032 10.7128
H -4.2652 -21.9595 12.4960
H -5.8764 -21.8557 11.8011
H -4.5760 -20.5681 11.4310
H -7.5318 -22.5155 8.8978
H -6.8918 -21.6726 10.3870
H -7.2866 -23.3664 10.4773
H -7.0559 -24.6227 7.9880
H -5.7672 -24.7830 6.8184
H -6.6404 -23.2836 6.8626
H -4.0468 -23.8904 5.7987
H -3.5643 -25.3670 6.5908
H -2.4143 -24.1256 6.2106
H -1.2157 -22.8783 7.1191
H -0.8494 -24.1834 8.3903
H -0.6525 -22.5034 8.7174
H -1.3639 -21.1188 10.0893
H -1.3424 -22.5285 11.0677
H -2.3247 -21.2305 11.5665
C -9.1751 -19.5880 9.9018
O -8.2192 -19.7772 8.8152
C -6.8828 -19.4177 9.0473
C -6.0435 -19.8935 8.0171
C -4.7177 -19.6768 8.1595
C -4.2285 -18.8910 9.2232
C -2.8046 -18.7682 9.2524
C -1.9518 -19.3060 8.1801
O -2.1818 -18.2201 10.1939
C -5.0572 -18.4067 10.2348
O -4.6201 -17.6612 11.2117
C -6.4133 -18.7072 10.1387
H -10.0082 -20.2780 9.8208
H -9.5024 -18.5604 9.7820
H -8.6071 -19.6455 10.8452
H -6.5051 -20.4565 7.2663
H -4.0631 -20.1309 7.4185
H -2.2158 -19.1628 7.1211
H -1.8724 -20.4192 8.2481
H -0.9414 -18.8886 8.2399
H -7.0799 -18.2419 10.8595
C -0.7420 -17.2957 12.8360
H -0.7963 -16.9791 13.8882
H 0.0483 -16.7254 12.2960
H -0.3675 -18.3428 12.7311
C 1.1491 -26.7106 1.9310
C 1.9319 -25.4152 1.5492
C 1.9991 -25.2371 0.0490
C 3.3467 -25.6147 2.0378
O 1.3069 -24.3029 2.0916
Si 0.7396 -23.8413 3.5553
S -0.8028 -24.9411 4.3484
O 2.1754 -23.8879 4.4417
C 2.4887 -23.6323 5.8361
C 2.0838 -24.9003 6.5820
C 1.8009 -22.4256 6.3509
C 4.0724 -23.4529 5.7627
O 0.5420 -22.2111 3.3597
C -0.6232 -21.4868 3.0768
C -1.4739 -21.3897 4.3331
C -1.3949 -22.2272 1.9038
C -0.1482 -20.1374 2.6017
H 1.4471 -27.5143 1.2643
H 0.0909 -26.5414 1.8370
H 1.3533 -26.9869 2.9682
H 2.8331 -25.8516 -0.4020
H 2.2447 -24.2294 -0.2846
H 1.0323 -25.5382 -0.3933
H 3.6606 -26.5982 1.7336
H 3.4596 -25.3763 3.0555
H 4.0253 -24.9608 1.4497
H 1.0332 -24.9359 6.4950
H 2.4713 -24.7779 7.6262
H 2.5302 -25.7908 6.0863
H 0.7657 -22.4624 6.1076
H 2.2004 -21.5498 5.8023
H 1.9174 -22.2515 7.4274
H 4.5564 -24.1478 5.0816
H 4.4490 -23.6931 6.7578
H 4.3545 -22.4408 5.5366
H -1.6469 -22.3516 4.8435
H -2.4854 -20.9497 4.1898
H -1.0011 -20.6578 5.0219
H -1.9967 -23.0270 2.3179
H -0.5712 -22.6089 1.2926
H -1.9720 -21.5612 1.2665
H 0.5297 -19.7268 3.3286
H -1.0105 -19.4409 2.5050
H 0.4360 -20.2685 1.6655
F -3.8971 -16.8140 14.0820
B -4.3914 -15.5108 14.2273
F -3.7249 -14.9394 15.2243
F -4.0618 -14.9253 12.9055
F -5.7359 -15.5124 14.4195
C -1.3747 -13.3185 10.3811
Si -2.2199 -14.9226 9.7367
C -1.0050 -15.5352 8.3113
C -3.7648 -14.1535 8.8747
H -1.4933 -12.4658 9.6673
H -0.3435 -13.4528 10.6337
H -1.8932 -12.9793 11.2996
H -0.9009 -14.8126 7.4918
H -1.3529 -16.4957 7.8490
H -0.0245 -15.7546 8.7336
H -3.3391 -13.4490 8.1352
H -4.4301 -13.5996 9.4918
H -4.3823 -14.9070 8.3724
*
```

The calculation puts the max |F| at 3.40 eV/Å. The orbital gap comes out at 6.6 eV. As for the lowest unoccupied orbital energy: 3.74 eV.

These are the Mulliken partial charges, in e, on atoms 1 to 4: atom 1 (Lu): 1.435, atom 2 (C): -2.102, atom 3 (C): 0.502, atom 4 (C): 1.804